{
  "formula": "C17H28NO2P2PtTe",
  "method": "wB97M-V/def2-TZVPD",
  "symbols": ["Pt", "P", "C", "C", "N", "C", "C", "C", "C", "C", "P", "H", "H", "H", "H", "H", "H", "H", "H", "O", "H", "H", "O", "H", "C", "H", "H", "H", "C", "H", "H", "H", "C", "H", "H", "H", "C", "H", "H", "H", "Te", "C", "C", "C", "C", "C", "C", "H", "H", "H", "H", "H"],
  "positions_angstrom": [[-0.2236, 0.0812, 0.1461], [2.0101, -0.6847, 0.2341], [2.1310, -1.4794, -1.3473], [0.9980, -1.5516, -2.1814], [-0.1925, -0.9971, -1.7411], [-1.3794, -1.2870, -2.3010], [-1.4483, -2.1951, -3.3387], [-0.2891, -2.6201, -3.9745], [0.9500, -2.1903, -3.4724], [-2.6583, -0.7057, -1.6547], [-2.3214, 0.8113, -0.6673], [1.8829, -2.4597, -3.9372], [-2.4442, -2.4635, -3.6776], [-0.3531, -3.1955, -4.8763], [-3.4117, -0.4777, -2.4245], [-3.0930, -1.4597, -0.9678], [2.5008, 1.6508, -3.4834], [3.0329, -1.4492, -1.8694], [0.4608, 3.9707, -2.3515], [2.9747, 2.4815, -3.7132], [3.9264, 2.4260, -3.5249], [0.4743, 0.9848, -0.8646], [0.3382, 4.0677, -1.3973], [1.1290, 3.6283, -1.0316], [-2.5269, 2.1246, -1.9207], [-3.5691, 2.1343, -2.2881], [-2.2599, 3.0801, -1.4481], [-1.8418, 1.9501, -2.7660], [-3.6676, 0.9956, 0.5196], [-3.3680, 1.7444, 1.2564], [-4.5854, 1.3197, 0.0218], [-3.8493, 0.0395, 1.0165], [2.0213, -2.1162, 1.3514], [3.0844, -2.4048, 1.3862], [1.6260, -1.9805, 2.3780], [1.4147, -2.8678, 0.8143], [3.2334, 0.5913, 0.7066], [2.9728, 1.1391, 1.6375], [4.2044, 0.0926, 0.8831], [3.3501, 1.3630, -0.0815], [0.1081, 1.6685, 2.1048], [-0.1842, 0.3273, 3.6887], [-1.4443, 0.0973, 4.2589], [-1.5927, -0.8565, 5.2695], [-0.4915, -1.5941, 5.7175], [0.7628, -1.3851, 5.1357], [0.9181, -0.4244, 4.1273], [-2.2883, 0.6860, 3.9238], [-2.5584, -1.0582, 5.7232], [-0.6109, -2.3666, 6.4870], [1.6076, -1.9940, 5.4594], [1.8987, -0.2425, 3.6832]],
  "forces_ev_per_a": [[0.31, 0.30, -0.51], [-2.11, -0.59, -0.71], [-0.94, 1.42, 0.05], [-0.56, 0.34, 0.18], [-0.21, -0.53, 1.36], [-0.61, -0.76, 0.05], [-1.39, 0.85, 0.33], [2.03, 1.17, 0.73], [-1.26, -0.57, 0.29], [0.15, -0.42, -0.23], [0.38, -0.99, -0.55], [0.08, -0.19, -0.08], [0.24, -0.08, -0.21], [0.10, -0.27, -0.24], [0.20, -0.20, 0.17], [0.25, 0.29, -0.31], [1.08, 0.70, -0.17], [1.69, -0.42, -0.50], [0.02, 0.12, 0.11], [-0.49, -0.29, 0.27], [-0.67, -0.46, -0.01], [0.96, 1.73, -1.09], [0.48, -0.50, 0.12], [-0.48, 0.34, -0.26], [0.27, 0.23, 0.32], [0.44, 0.00, 0.25], [-0.14, -0.13, -0.32], [-0.20, -0.01, 0.39], [-0.25, 0.09, -0.12], [-0.15, -0.06, -0.02], [0.05, 0.00, 0.09], [0.12, 0.13, 0.02], [0.42, 0.09, 0.63], [-0.37, -0.44, 0.13], [0.30, 0.07, -0.72], [0.47, 0.31, 0.30], [0.70, 0.04, 0.11], [0.00, -0.59, -0.48], [-0.30, 0.31, -0.16], [-0.15, -0.64, 0.27], [-0.50, -0.56, 0.03], [0.05, -0.78, 0.98], [0.39, 0.05, 0.07], [0.37, -0.13, 0.02], [0.10, -0.02, -0.37], [-0.23, 0.13, -0.12], [-0.20, 0.19, 0.22], [-0.14, -0.09, 0.06], [0.04, 0.22, -0.17], [0.02, 0.45, -0.32], [-0.14, 0.28, -0.10], [-0.19, -0.12, 0.23]],
  "homo_ev": [-9.4, -9.8],
  "charge": 1,
  "multiplicity": 3,
  "orbital_gap_ev": [6.15, 4.04]
}

***

{
  "formula": "C17H29BN2O7",
  "method": "wB97M-V/def2-TZVPD",
  "symbols": ["C", "O", "B", "O", "C", "C", "C", "O", "C", "C", "C", "C", "C", "C", "O", "C", "O", "H", "H", "H", "H", "H", "H", "H", "H", "H", "H", "H", "H", "H", "H", "H", "C", "N", "C", "C", "O", "H", "H", "H", "H", "H", "H", "H", "C", "N", "C", "C", "O", "H", "H", "H", "H", "H", "H", "H"],
  "positions_angstrom": [[4.9751, -2.4183, 2.2648], [3.6867, -1.8172, 2.3209], [2.8003, -2.3302, 1.4231], [2.8298, -3.6511, 0.9711], [1.5902, -1.4416, 0.8465], [1.6796, -0.9877, -0.3972], [0.5987, -0.1876, -1.0463], [0.6961, 0.2554, -2.1515], [-0.6653, 0.0458, -0.2819], [-0.8042, -0.3907, 0.9623], [-2.1018, -0.1359, 1.6945], [-3.3492, -0.7220, 0.9440], [-3.6640, -2.1797, 1.3576], [-2.6127, -3.2067, 0.8844], [-3.3188, -4.3949, 0.4546], [0.3446, -1.1329, 1.6307], [0.2232, -1.4447, 2.7754], [4.9621, -3.5134, 2.1897], [5.5418, -2.1695, 3.1741], [5.5792, -2.0349, 1.4281], [2.6843, -3.5850, 0.0145], [2.5806, -1.2054, -0.9729], [-1.5091, 0.5609, -0.7421], [-2.2922, 0.9324, 1.8463], [-2.0913, -0.6020, 2.6907], [-3.1754, -0.7191, -0.1456], [-4.2359, -0.1049, 1.1121], [-3.7884, -2.2565, 2.4465], [-4.6115, -2.4485, 0.8685], [-1.9891, -2.8478, 0.0517], [-1.9701, -3.5356, 1.7154], [-3.0391, -4.6264, -0.4378], [5.3424, 3.1806, -1.0215], [4.9778, 2.0337, -0.2114], [4.8248, 0.7435, -0.6023], [5.0541, 0.4201, -2.0581], [4.5101, -0.1115, 0.2142], [6.2600, 3.6179, -0.6242], [4.5451, 3.9234, -0.9632], [5.4985, 2.9062, -2.0595], [4.8088, 2.1772, 0.7727], [4.8954, -0.6435, -2.2156], [4.3512, 0.9721, -2.6839], [6.0785, 0.6636, -2.3434], [-4.4920, 3.9442, -2.4297], [-3.9235, 3.4746, -1.1799], [-4.3523, 2.4557, -0.3906], [-5.5742, 1.6917, -0.8395], [-3.7544, 2.1849, 0.6412], [-3.7381, 3.8632, -3.2145], [-4.7733, 4.9928, -2.3192], [-5.3664, 3.3687, -2.7148], [-3.1043, 3.9415, -0.8221], [-5.7955, 0.9142, -0.1143], [-6.4342, 2.3594, -0.9052], [-5.3925, 1.2217, -1.8072]],
  "forces_ev_per_a": [[1.28, -0.25, 0.59], [-0.17, -0.76, -0.81], [-0.85, 0.18, 0.66], [0.80, 0.96, -0.48], [0.02, -0.01, 0.58], [-0.06, 0.07, -0.51], [-0.93, -0.35, 1.45], [0.62, 0.55, -1.78], [0.55, -0.24, -0.12], [-0.06, 0.03, 0.35], [-0.83, -0.61, 0.30], [0.41, -0.60, 0.27], [0.34, 0.40, -0.58], [-0.51, -0.62, 0.16], [0.17, 0.03, -0.22], [-0.40, 0.71, -1.21], [0.16, -0.67, 1.53], [-0.32, 0.27, 0.02], [-0.43, 0.05, -0.13], [-0.52, 0.07, 0.08], [-0.38, -0.55, 0.27], [-0.30, 0.33, -0.16], [0.49, 0.05, -0.28], [0.38, -0.18, -0.19], [0.25, 0.17, -0.25], [-0.05, 0.11, 0.28], [0.35, -0.02, 0.21], [-0.09, 0.06, -0.26], [0.22, -0.12, 0.26], [-0.16, 0.17, 0.31], [0.05, 0.38, -0.27], [-0.01, 0.06, 0.23], [-0.10, 0.02, 0.50], [0.02, -0.18, -0.23], [-0.03, -0.06, 0.21], [-0.04, -0.03, 0.00], [0.15, 0.00, -0.24], [0.02, 0.11, -0.18], [0.08, 0.09, -0.17], [-0.02, -0.06, 0.04], [0.00, 0.01, -0.03], [-0.01, 0.02, 0.10], [0.10, 0.03, -0.07], [-0.06, 0.07, -0.10], [0.43, 0.20, 0.22], [-0.22, -0.22, 0.00], [0.21, 0.10, 0.19], [0.01, -0.03, 0.05], [-0.18, 0.21, -0.16], [-0.15, 0.02, -0.14], [-0.12, -0.02, -0.17], [0.03, -0.03, 0.06], [-0.02, 0.00, -0.03], [0.07, 0.05, 0.03], [-0.01, -0.05, -0.14], [-0.12, 0.07, -0.04]],
  "homo_ev": -9.3,
  "charge": 0,
  "smiles": "COB(O)C1=CC(=O)C=C(CCCCO)C1=O.CNC(C)=O.CNC(C)=O",
  "orbital_gap_ev": 8.74
}

***

Number 1: molecular weight 663.042 g mol⁻¹. Number 2: molecular weight 384.238 g mol⁻¹.